# 1
This record from OMol25 describes a gas-phase ion, C5H8N (charge +1). The level of theory is ωB97M-V with the def2-TZVPD basis set.

Structure (XYZ):
```
14
Properties=species:S:1:pos:R:3:mulliken_charge:R:1
C 0.076 -2.587 1.754 0.135
N -0.287 -1.605 1.112 -0.092
C -0.871 -0.658 0.278 -0.443
C -0.093 0.274 -0.374 1.061
C -0.856 1.282 -1.115 -1.540
C 1.351 0.424 -0.274 -1.149
H 0.505 -2.998 2.602 0.406
H -1.875 -0.751 0.449 0.431
H -0.848 1.130 -2.115 0.403
H -0.487 2.284 -1.244 0.440
H -1.861 1.504 -0.723 0.351
H 1.580 1.010 0.784 0.310
H 1.843 1.230 -1.008 0.353
H 1.825 -0.540 -0.126 0.334
```

Calculated values
multiplicity	1
net charge	+1
molar mass	82.13	g/mol
total energy	-6794.23578	eV
structure (SMILES)	C#[N+]C=C(C)C
orbital gap	8.667	eV
energy above the lowest of the compared OMol25 structures with the same formula, charge and spin	88.8	kcal/mol

***

# 2
This record from OMol25 describes 2 unconnected molecules or ions with the total composition C5H8N. The level of theory is ωB97M-V with the def2-TZVPD basis set.

Structure (XYZ):
```
14
Properties=species:S:1:pos:R:3:mulliken_charge:R:1
C -1.070 1.726 0.207 0.274
C -1.198 0.572 1.013 -0.178
C 0.132 0.689 1.635 -0.204
C 0.090 -1.330 -0.838 -0.844
C 0.863 -0.397 -1.395 -0.358
N 0.135 1.228 0.283 -0.126
H -1.594 2.345 -0.493 0.384
H 0.275 1.457 2.389 0.281
H 0.723 -0.207 1.811 0.236
H 0.421 -1.928 -0.002 0.380
H -1.666 -0.361 0.716 0.245
H -0.873 -1.590 -1.249 0.361
H 0.548 0.141 -2.273 0.295
H 1.869 -0.211 -1.055 0.253
```

Calculated values
multiplicity	1
net charge	+1
molar mass	82.13	g/mol
total energy	-6792.51774	eV
orbital gap	8.597	eV
energy above the lowest of the compared OMol25 structures with the same formula, charge and spin	128.5	kcal/mol

***

# 3
This record from OMol25 describes a gas-phase ion, C5H8N (charge +1). The level of theory is ωB97M-V with the def2-TZVPD basis set.

Structure (XYZ):
```
14
Properties=species:S:1:pos:R:3:mulliken_charge:R:1
C -1.918 0.605 0.335 -0.324
C -1.340 -0.814 0.095 -0.042
C 0.775 -0.029 -0.381 0.185
C -1.806 0.048 -1.032 -0.410
C 2.198 0.281 -0.254 -1.018
N 0.050 -0.787 0.383 -0.057
H -2.985 0.783 0.499 0.302
H -1.152 1.320 0.724 0.248
H -2.034 -1.649 0.350 0.392
H 0.138 0.531 -1.098 0.460
H 2.153 1.339 -0.037 0.287
H 2.902 0.198 -1.160 0.348
H 2.581 -0.294 0.622 0.304
H 0.437 -1.533 0.953 0.324
```

Calculated values
multiplicity	1
net charge	+1
molar mass	82.13	g/mol
total energy	-6792.05128	eV
orbital gap	8.114	eV
energy above the lowest of the compared OMol25 structures with the same formula, charge and spin	139.2	kcal/mol

***

# 4
This record from OMol25 describes a gas-phase ion, C5H8N (charge +1). The level of theory is ωB97M-V with the def2-TZVPD basis set.

Structure (XYZ):
```
14
Properties=species:S:1:pos:R:3:mulliken_charge:R:1
C -1.923 -0.173 0.011 -1.083
C -0.578 0.323 0.092 0.467
C 0.256 1.359 -0.230 -0.476
N 1.452 0.617 0.340 -0.114
C 1.563 -0.671 -0.462 -0.221
C 0.595 -0.454 0.688 -0.222
H -2.328 0.160 -0.892 0.340
H -2.622 0.011 0.897 0.300
H -1.822 -1.280 -0.125 0.329
H 0.098 2.181 -0.849 0.401
H 2.328 0.828 0.831 0.324
H 2.526 -1.208 -0.279 0.316
H 1.030 -0.486 -1.424 0.270
H 0.688 -1.048 1.577 0.367
```

Calculated values
multiplicity	1
net charge	+1
molar mass	82.13	g/mol
total energy	-6794.36080	eV
structure (SMILES)	CC1=C[N@@H+]2C[C@H]12
orbital gap	11.149	eV
energy above the lowest of the compared OMol25 structures with the same formula, charge and spin	86.0	kcal/mol

***

# 5
This record from OMol25 describes a molecular structure, C5H8N. The level of theory is ωB97M-V with the def2-TZVPD basis set.

Structure (XYZ):
```
14
Properties=species:S:1:pos:R:3:mulliken_charge:R:1
C 1.530 -0.444 -1.374 -0.183
C 0.543 -1.220 -0.998 -0.677
C 1.003 0.850 -0.914 -0.819
C -0.689 0.040 1.061 0.104
C -0.222 -0.017 -0.418 0.311
N -1.834 0.152 1.766 -0.288
H 2.472 -0.786 -1.758 0.396
H 0.354 -2.275 -1.037 0.419
H 1.594 1.446 -0.184 0.317
H 0.698 1.468 -1.716 0.248
H -1.190 0.230 -1.061 0.283
H 0.090 0.022 1.811 0.312
H -2.757 -0.084 1.395 0.283
H -1.771 0.365 2.784 0.294
```

Calculated values
multiplicity	1
net charge	+1
molar mass	82.13	g/mol
total energy	-6795.20041	eV
orbital gap	8.580	eV
energy above the lowest of the compared OMol25 structures with the same formula, charge and spin	66.6	kcal/mol

***

# 6
This record from OMol25 describes 2 unconnected molecules or ions with the total composition C5H8N. The level of theory is ωB97M-V with the def2-TZVPD basis set.

Structure (XYZ):
```
14
Properties=species:S:1:pos:R:3:mulliken_charge:R:1
C -1.670 0.708 0.294 -0.581
C 0.074 -1.569 0.436 -0.690
C -0.975 0.044 -0.930 -0.299
C -1.086 -0.656 0.335 0.299
C 0.408 -0.423 -0.590 0.095
N 1.521 0.461 -0.062 -0.349
H -1.250 1.644 0.679 0.158
H -2.703 0.774 0.473 0.288
H 0.546 -1.640 1.376 0.389
H -0.063 -2.469 -0.143 0.243
H -1.454 0.175 -2.673 0.309
H 1.424 1.453 0.283 0.352
H 2.186 0.551 -0.858 0.399
H 1.931 -0.097 0.767 0.387
```

Calculated values
multiplicity	1
net charge	+1
molar mass	82.13	g/mol
total energy	-6789.12668	eV
orbital gap (alpha / beta)	8.605 / 8.606	eV
energy above the lowest of the compared OMol25 structures with the same formula, charge and spin	206.7	kcal/mol

***

# 7
This record from OMol25 describes 2 unconnected molecules or ions with the total composition C5H8N. The level of theory is ωB97M-V with the def2-TZVPD basis set.

Structure (XYZ):
```
14
Properties=species:S:1:pos:R:3:mulliken_charge:R:1
C 0.151 1.320 -0.096 -0.336
C 0.987 0.308 -0.152 0.686
C -1.648 -0.352 0.762 -0.288
C -1.681 -0.475 -0.720 -0.438
C 2.210 -0.456 -0.023 -1.084
N -0.556 0.073 -0.075 0.163
H 0.505 3.923 0.285 0.174
H -2.353 0.383 1.100 0.264
H -1.483 -1.235 1.512 0.246
H -1.604 -1.427 -1.054 0.283
H -2.188 0.041 -1.457 0.290
H 2.989 0.097 -0.531 0.319
H 2.357 -1.444 -0.486 0.370
H 2.312 -0.756 0.932 0.350
```

Calculated values
multiplicity	1
net charge	+1
molar mass	82.13	g/mol
total energy	-6787.54268	eV
orbital gap (alpha / beta)	11.481 / 7.378	eV
energy above the lowest of the compared OMol25 structures with the same formula, charge and spin	243.2	kcal/mol

***

# 8
This record from OMol25 describes a gas-phase ion, C5H8N (charge +1). The level of theory is ωB97M-V with the def2-TZVPD basis set.

Structure (XYZ):
```
14
Properties=species:S:1:pos:R:3:mulliken_charge:R:1
C -1.738 -0.898 -0.465 -1.078
C -0.530 -0.297 -0.034 0.661
N 0.628 -0.901 0.050 -0.132
C 1.722 0.107 0.432 -0.549
C 0.906 1.514 0.487 -0.263
C -0.376 1.166 0.178 -0.381
H -1.739 -1.863 0.066 0.345
H -1.967 -1.212 -1.507 0.346
H -2.566 -0.142 -0.241 0.303
H 0.948 -1.777 -0.283 0.258
H 2.341 -0.045 -0.415 0.343
H 2.229 -0.156 1.273 0.368
H 1.185 2.548 0.486 0.401
H -1.042 1.956 -0.027 0.377
```

Calculated values
multiplicity	1
net charge	+1
molar mass	82.13	g/mol
total energy	-6796.59174	eV
structure (SMILES)	CC1=[NH+]CC=C1
orbital gap	10.299	eV
energy above the lowest of the compared OMol25 structures with the same formula, charge and spin	34.5	kcal/mol

***

# 9
This record from OMol25 describes a gas-phase ion, C5H8N (charge +1). The level of theory is ωB97M-V with the def2-TZVPD basis set.

Structure (XYZ):
```
14
Properties=species:S:1:pos:R:3:mulliken_charge:R:1
C -0.574 1.687 1.235 -0.818
C 0.231 0.496 1.087 0.111
C 0.735 -1.195 1.205 -0.298
N 0.340 -0.563 -0.069 0.281
C 0.720 -0.582 -1.514 -0.253
C -0.679 -0.821 -1.143 -0.414
H -1.014 1.926 0.307 0.331
H 0.143 2.468 1.517 0.317
H -1.287 1.562 2.019 0.305
H 1.446 -1.677 1.853 0.375
H 1.305 -1.549 -1.731 0.251
H 1.068 0.229 -2.148 0.282
H -1.449 -0.133 -1.443 0.266
H -0.984 -1.847 -1.174 0.266
```

Calculated values
multiplicity	1
net charge	+1
molar mass	82.13	g/mol
total energy	-6789.69634	eV
structure (SMILES)	CC1=C[N+]12CC2
orbital gap (alpha / beta)	8.251 / 9.413	eV
energy above the lowest of the compared OMol25 structures with the same formula, charge and spin	193.5	kcal/mol

***

# 10
This record from OMol25 describes a gas-phase ion, C5H8N (charge +1). The level of theory is ωB97M-V with the def2-TZVPD basis set.

Structure (XYZ):
```
14
Properties=species:S:1:pos:R:3:mulliken_charge:R:1
C 1.415 -0.110 0.156 -1.154
C 0.236 0.647 -0.464 -0.351
N -0.922 0.238 0.314 0.017
C -2.202 0.940 0.214 -0.061
C -2.538 -0.168 -0.408 -0.239
C -1.553 -1.159 0.175 -0.054
H 1.249 -0.019 1.197 0.380
H 1.556 -1.147 -0.104 0.351
H 2.278 0.425 -0.006 0.404
H 0.197 0.546 -1.523 0.331
H 0.184 1.682 -0.234 0.383
H -2.432 1.990 0.228 0.411
H -1.904 -1.469 1.171 0.271
H -0.944 -1.803 -0.494 0.312
```

Calculated values
multiplicity	1
net charge	+1
molar mass	82.13	g/mol
total energy	-6792.51560	eV
structure (SMILES)	CC[N@@+]12C=C1C2
orbital gap (alpha / beta)	9.614 / 9.615	eV
energy above the lowest of the compared OMol25 structures with the same formula, charge and spin	128.5	kcal/mol

***

# 11
This record from OMol25 describes a gas-phase ion, C5H8N (charge +1). The level of theory is ωB97M-V with the def2-TZVPD basis set.

Structure (XYZ):
```
14
Properties=species:S:1:pos:R:3:mulliken_charge:R:1
C 2.008 0.097 0.005 -0.094
C 0.939 -0.304 -0.891 -0.396
C 0.100 0.271 1.156 -0.380
C 1.681 0.465 1.256 -0.486
C -1.672 -0.371 -0.818 -0.748
N -0.288 -0.176 -0.333 0.148
H 2.954 0.330 -0.421 0.399
H 1.125 -0.408 -1.965 0.409
H -0.075 -0.417 1.966 0.358
H -0.284 1.377 1.504 0.343
H 2.130 1.005 2.042 0.461
H -1.765 0.190 -1.800 0.329
H -1.821 -1.396 -1.148 0.336
H -2.370 -0.025 -0.085 0.321
```

Calculated values
multiplicity	3
net charge	+1
molar mass	82.13	g/mol
total energy	-6792.56713	eV
orbital gap (alpha / beta)	8.877 / 7.687	eV
energy above the lowest of the compared OMol25 structures with the same formula, charge and spin	46.3	kcal/mol

***

# 12
This record from OMol25 describes a single C5H8N2 molecule. The level of theory is ωB97M-V with the def2-TZVPD basis set.

Structure (XYZ):
```
15
Properties=species:S:1:pos:R:3:mulliken_charge:R:1
C -0.287 -1.081 -1.360 -1.379
C 0.195 -0.723 0.040 0.037
C 1.322 0.305 0.235 -0.592
N 0.645 0.699 1.489 -0.525
C -0.637 0.204 0.964 0.290
C -1.433 1.217 0.239 0.031
N -2.044 2.039 -0.301 -0.477
H -0.539 -0.170 -1.916 0.351
H 0.484 -1.603 -1.940 0.358
H -1.186 -1.708 -1.358 0.331
H 0.441 -1.562 0.681 0.331
H 1.315 1.080 -0.548 0.282
H 2.339 -0.084 0.356 0.343
H 0.673 1.681 1.728 0.265
H -1.288 -0.293 1.692 0.354
```

Calculated values
multiplicity	1
molar mass	96.13	g/mol
total energy	-8293.66461	eV
structure (SMILES)	C[C@H]1CN[C@H]1C#N
orbital gap	10.880	eV
energy above the lowest of the compared OMol25 structures with the same formula, charge and spin	30.7	kcal/mol